{
  "formula": "C26H22N4O5Tl",
  "method": "ωB97M-V with the def2-TZVPD basis set",
  "symbols": ["Tl", "N", "C", "C", "O", "N", "C", "C", "O", "O", "H", "H", "H", "H", "H", "H", "O", "C", "O", "C", "C", "C", "C", "C", "C", "C", "C", "C", "N", "H", "H", "H", "H", "H", "H", "N", "C", "C", "C", "C", "C", "C", "C", "C", "C", "C", "C", "C", "H", "H", "H", "H", "H", "H", "H", "H", "H", "H"],
  "positions_angstrom": [[-0.166, 0.125, -0.174], [-1.256, 0.304, 2.140], [-1.605, -1.026, 2.623], [-1.972, -1.931, 1.467], [-2.659, -2.934, 1.714], [-1.496, -1.565, 0.282], [-1.894, -2.371, -0.855], [-1.539, -1.746, -2.196], [-1.607, -2.476, -3.188], [-1.191, -0.513, -2.176], [-0.882, 0.901, 2.865], [-2.055, 0.773, 1.725], [-2.439, -1.048, 3.322], [-0.740, -1.459, 3.128], [-2.976, -2.521, -0.845], [-1.458, -3.373, -0.826], [-1.828, 4.201, 0.358], [-1.162, 3.170, 0.351], [-1.469, 2.048, -0.184], [0.180, 3.249, 1.092], [0.620, 4.495, 1.617], [1.799, 4.543, 2.287], [2.565, 3.360, 2.464], [3.798, 3.329, 3.160], [4.481, 2.157, 3.305], [3.964, 0.957, 2.759], [2.778, 0.961, 2.083], [2.051, 2.169, 1.922], [0.860, 2.150, 1.241], [-0.011, 5.359, 1.462], [2.172, 5.478, 2.697], [4.191, 4.253, 3.573], [5.425, 2.141, 3.836], [4.513, 0.031, 2.868], [2.385, 0.049, 1.650], [1.264, -2.402, -1.117], [2.478, -2.181, -0.474], [2.944, -3.067, 0.499], [4.171, -2.860, 1.113], [4.954, -1.769, 0.752], [4.464, -0.870, -0.189], [3.218, -1.033, -0.786], [2.692, 0.010, -1.720], [3.499, 0.414, -2.787], [3.119, 1.452, -3.621], [1.925, 2.119, -3.381], [1.115, 1.725, -2.325], [1.483, 0.670, -1.484], [0.857, -3.314, -0.995], [1.199, -2.078, -2.074], [2.342, -3.935, 0.752], [4.519, -3.562, 1.862], [5.926, -1.611, 1.203], [5.042, 0.013, -0.444], [4.429, -0.117, -2.972], [3.746, 1.729, -4.459], [1.614, 2.936, -4.021], [0.174, 2.244, -2.164]],
  "forces_ev_per_a": [[-0.4, -0.4, -0.4], [0.1, 0.0, 0.2], [0.2, 0.2, 0.0], [-0.1, -0.5, 0.0], [0.1, 0.2, -0.2], [-0.1, -0.1, 0.1], [0.0, -0.1, 0.2], [0.2, 0.4, -0.2], [0.0, 0.1, 0.1], [-0.1, -0.3, -0.2], [0.1, 0.0, 0.0], [0.0, 0.0, 0.0], [-0.1, 0.0, 0.1], [0.0, 0.0, 0.0], [-0.1, 0.0, 0.0], [0.0, 0.0, 0.1], [-0.1, -0.1, -0.1], [-0.1, -0.2, -0.2], [0.2, 0.4, 0.2], [0.1, 0.0, 0.1], [-0.1, 0.0, -0.1], [0.1, 0.1, 0.0], [0.1, 0.1, 0.1], [-0.1, 0.1, 0.0], [0.0, -0.2, 0.0], [0.1, 0.2, 0.1], [-0.2, 0.1, 0.0], [-0.2, -0.1, -0.2], [0.5, 0.0, 0.3], [0.0, 0.0, 0.0], [0.0, 0.0, 0.0], [0.0, 0.0, 0.0], [0.0, 0.0, 0.0], [0.0, 0.0, 0.0], [0.0, 0.0, 0.0], [0.2, -0.1, 0.0], [-0.4, -0.2, -0.2], [0.1, 0.0, 0.1], [0.0, 0.1, -0.1], [-0.1, -0.1, -0.1], [0.0, 0.0, 0.0], [0.1, 0.1, -0.1], [0.2, 0.0, 0.4], [0.0, -0.1, -0.1], [-0.1, 0.0, 0.0], [0.1, 0.0, 0.0], [0.1, 0.0, 0.1], [-0.1, 0.2, -0.2], [0.0, 0.0, 0.0], [-0.1, 0.1, 0.1], [0.0, 0.0, 0.0], [0.0, 0.0, 0.0], [0.0, 0.0, 0.0], [0.0, 0.0, 0.0], [0.0, 0.0, 0.0], [0.0, 0.0, 0.0], [0.0, 0.0, 0.0], [0.0, -0.1, 0.0]],
  "spin_multiplicity": 1,
  "lumo_ev": 2.10,
  "relative_energy_kcal_mol": 2.7,
  "gap_ha": 0.2847,
  "total_charge": -1
}